{
  "formula": "C4H12N3O4P",
  "method": "ωB97M-V/def2-TZVPD",
  "e_lumo_ev": 0.6,
  "homo_energy_ev": -9.6,
  "charge": 0,
  "gap_ev": 10.211,
  "species": ["C", "C", "C", "C", "N", "N", "N", "O", "O", "O", "O", "P", "H", "H", "H", "H", "H", "H", "H", "H", "H", "H", "H", "H"],
  "positions_angstrom": [[-0.9648, -0.7614, -0.4514], [-1.6858, 2.2529, -0.0015], [2.9166, -1.1862, 0.9674], [-0.9519, 1.3323, 0.8442], [-0.7276, -2.1275, -0.1841], [-2.1323, -0.6567, -1.1477], [-0.9382, 0.0209, 0.7731], [2.4503, 0.8048, -1.4827], [0.1113, -0.0839, -1.3131], [1.6589, -0.6804, 0.3598], [0.8450, 1.6658, 0.3295], [1.3389, 0.5609, -0.5877], [-1.2461, 2.3262, -1.0075], [-1.6229, 3.2259, 0.4053], [-2.8017, 1.9526, -0.0022], [3.3955, -0.5520, 1.6553], [3.6718, -1.7058, 0.3717], [2.5108, -2.1092, 1.4640], [-0.7296, 1.6762, 1.8718], [0.1481, -2.0722, 0.2834], [-0.6797, -2.5695, -1.1149], [-1.9104, -1.1586, -2.0524], [-2.2539, 0.3182, -1.5143], [-0.4025, -0.4733, 1.5343]],
  "lowdin_charge": [-0.672, -0.041, -0.037, -0.213, 0.148, 0.119, 0.079, -0.234, -0.130, -0.286, -0.225, 0.189, 0.105, 0.074, 0.135, 0.065, 0.085, 0.091, 0.162, 0.056, 0.120, 0.130, 0.099, 0.183]
}

{
  "formula": "C4H12N3S",
  "method": "ωB97M-V/def2-TZVPD",
  "e_lumo_ev": [0.9, -2.0],
  "homo_energy_ev": [-8.9, -8.9],
  "charge": 0,
  "gap_ev": [9.859, 6.956],
  "spin_multiplicity": 2,
  "de_lowest_kj_mol": 17.91,
  "s_squared": 0.7528,
  "species": ["C", "N", "C", "N", "C", "C", "S", "N", "H", "H", "H", "H", "H", "H", "H", "H", "H", "H", "H", "H"],
  "positions_angstrom": [[-0.8913, -0.0425, 0.6729], [-0.8095, 1.4003, 0.5733], [-2.0908, 2.1144, 0.3583], [-2.1526, 3.4247, 0.9515], [0.0171, -0.7551, -0.3277], [1.4794, -0.6146, 0.0713], [2.5426, -1.7432, -0.8476], [-0.4625, -2.1147, -0.5295], [-0.6591, -0.3900, 1.6884], [-1.8725, -0.4258, 0.4476], [-0.2543, 1.7293, -0.2043], [-2.2005, 2.2540, -0.7190], [-2.9635, 1.5021, 0.5902], [-1.3676, 3.9593, 0.5965], [-2.0147, 3.3703, 1.9549], [-0.1687, -0.2321, -1.2342], [1.6284, -0.7534, 1.1380], [1.8652, 0.3842, -0.1555], [-0.2909, -2.7129, 0.2670], [-0.0794, -2.4815, -1.3873]],
  "mulliken_spin": [-0.002, 0.001, 0.000, 0.000, -0.015, -0.034, 0.990, 0.018, 0.002, 0.002, -0.001, 0.000, 0.000, 0.000, 0.000, -0.005, -0.003, 0.046, 0.001, 0.001]
}

{
  "formula": "C4H12N4",
  "method": "ωB97M-V/def2-TZVPD",
  "e_lumo_ev": 0.9,
  "smiles": "C/N=C(\\N)N(C)CN",
  "homo_energy_ev": -8.0,
  "charge": 0,
  "gap_ev": 8.913,
  "de_lowest_kj_mol": 55.55,
  "species": ["C", "C", "C", "N", "C", "N", "N", "N", "H", "H", "H", "H", "H", "H", "H", "H", "H", "H", "H", "H"],
  "positions_angstrom": [[1.4805, -1.0022, 0.6032], [-2.5081, -0.9309, 0.0938], [1.5798, 1.5569, -0.1533], [-1.0752, -0.8055, 0.1435], [-0.5177, 0.3531, 0.0882], [-1.1650, 1.5420, -0.2426], [1.5799, -1.8557, -0.5175], [0.8184, 0.4317, 0.3398], [-0.7707, 2.3844, 0.1450], [-2.1693, 1.5005, -0.1664], [0.6573, -2.1744, -0.7921], [2.0243, -1.4001, -1.3068], [2.4652, -0.7164, 0.9710], [0.9054, -1.4932, 1.3856], [-2.9149, -0.6665, -0.8916], [-3.0235, -0.3204, 0.8500], [-2.7517, -1.9758, 0.2903], [1.2255, 1.8998, -1.1309], [2.6255, 1.2651, -0.2490], [1.5341, 2.4077, 0.5398]],
  "lowdin_charge": [-0.221, -0.165, -0.095, -0.023, -0.503, 0.149, 0.014, -0.100, 0.083, 0.075, 0.059, 0.072, 0.102, 0.105, 0.072, 0.070, 0.064, 0.083, 0.080, 0.079]
}

{
  "formula": "C4H12N4",
  "method": "ωB97M-V/def2-TZVPD",
  "e_lumo_ev": 1.0,
  "smiles": "[H]/N=C\\NN.CC(C)=N",
  "homo_energy_ev": -8.9,
  "charge": 0,
  "gap_ev": 9.946,
  "de_lowest_kj_mol": 159.52,
  "species": ["C", "C", "C", "N", "N", "N", "C", "N", "H", "H", "H", "H", "H", "H", "H", "H", "H", "H", "H", "H"],
  "positions_angstrom": [[0.5264, 0.1807, -1.0897], [1.7277, -0.7109, -0.9976], [-0.5418, -0.2763, -2.0401], [0.5969, 1.3430, -0.5636], [-0.8627, 0.6122, 1.8912], [0.2266, 1.3783, 2.3391], [-0.7760, -0.6298, 1.3076], [-1.7370, -1.3719, 0.9366], [-0.1923, 1.9505, -0.7812], [-1.7414, 1.1139, 1.8561], [0.8377, 1.5750, 1.5377], [0.7530, 0.8495, 3.0311], [-2.6384, -0.8962, 0.9125], [0.2057, -1.0856, 1.4088], [-0.1154, -0.7113, -2.9413], [-1.1267, -1.0505, -1.5384], [2.4172, -0.3416, -0.2429], [2.2446, -0.7377, -1.9563], [1.4133, -1.7256, -0.7589], [-1.2175, 0.5343, -2.3108]],
  "lowdin_charge": [-0.505, -0.061, -0.048, 0.111, -0.110, 0.002, -0.368, 0.064, 0.063, 0.127, 0.038, 0.073, 0.038, 0.113, 0.080, 0.063, 0.076, 0.085, 0.080, 0.077]
}

{
  "formula": "C4H12N4O",
  "method": "ωB97M-V/def2-TZVPD",
  "e_lumo_ev": [-3.1, -3.2],
  "homo_energy_ev": [-8.1, -8.1],
  "charge": 0,
  "gap_ev": [4.920, 4.906],
  "de_lowest_kj_mol": 2159.59,
  "species": ["C", "N", "C", "C", "O", "H", "H", "H", "H", "H", "H", "H", "C", "N", "N", "N", "H", "H", "H", "H", "H"],
  "positions_angstrom": [[1.3665, 0.8926, -0.8537], [1.3643, -0.2818, -1.7095], [1.5178, -1.8146, -1.4613], [1.3431, -2.8981, -0.6608], [1.2189, 0.1717, -3.0400], [0.3302, 0.4830, -3.2997], [1.7383, -2.1935, -2.4673], [2.2439, 0.9692, -0.1992], [0.6014, 1.0084, -0.0883], [1.3806, 1.8562, -1.3908], [1.1426, -2.8016, 0.4032], [1.4536, -3.9759, -0.7005], [-1.7324, 1.7834, 1.6896], [-1.0671, 0.5323, 3.5806], [-2.1146, -0.2258, 0.4532], [-1.6629, 3.1731, 1.1308], [-2.3754, 0.4265, -0.2851], [-1.8908, -1.1759, 0.1629], [-3.0575, -0.0938, 3.5590], [-0.1651, 0.0470, 3.5486], [-1.6354, 4.1176, 1.6283]],
  "lowdin_charge": [-0.093, -0.210, -0.087, -0.038, -0.069, 0.106, 0.087, 0.073, 0.031, 0.090, 0.024, 0.046, 0.037, -0.028, -0.008, -0.042, -0.062, -0.033, 0.231, -0.099, 0.043]
}

{
  "formula": "C4H12N4O8",
  "method": "ωB97M-V/def2-TZVPD",
  "e_lumo_ev": -0.6,
  "smiles": "C[N+](=O)[O-].C[N+](=O)[O-].C[N+](=O)[O-].C[N+](=O)[O-]",
  "homo_energy_ev": -10.7,
  "charge": 0,
  "gap_ev": 10.136,
  "de_lowest_kj_mol": 33.54,
  "species": ["C", "N", "O", "O", "H", "H", "H", "C", "N", "O", "O", "H", "H", "H", "C", "N", "O", "O", "H", "H", "H", "C", "N", "O", "O", "H", "H", "H"],
  "positions_angstrom": [[4.7534, -0.2939, -9.3978], [3.5760, 0.5728, -9.0964], [3.2601, 1.3706, -9.9572], [2.9757, 0.3998, -8.0553], [5.5631, 0.3698, -9.6833], [4.4607, -0.9415, -10.2167], [5.0022, -0.8468, -8.4994], [-4.4663, 0.8761, -7.4164], [-5.8494, 0.8075, -7.9988], [-6.0199, 0.0845, -8.9630], [-6.7046, 1.5078, -7.4921], [-4.2294, 1.9230, -7.2691], [-3.7990, 0.4458, -8.1530], [-4.5118, 0.2975, -6.4997], [0.3692, 2.3521, -9.2092], [-0.8449, 1.8704, -8.4973], [-1.2142, 0.7340, -8.6990], [-1.3831, 2.6575, -7.7379], [0.2335, 3.3624, -9.5675], [0.5471, 1.6280, -9.9998], [1.2127, 2.2286, -8.5377], [2.9951, 3.0075, -5.1405], [2.2536, 4.1790, -4.6230], [2.0270, 4.2154, -3.4327], [1.9763, 5.0515, -5.4167], [3.9678, 3.3828, -5.4504], [2.4859, 2.6368, -6.0273], [3.0819, 2.2225, -4.4013]],
  "lowdin_charge": [0.056, -0.436, 0.062, 0.063, 0.101, 0.104, 0.096, 0.047, -0.451, 0.056, 0.054, 0.091, 0.073, 0.102, 0.040, -0.438, 0.063, 0.059, 0.103, 0.090, 0.067, 0.038, -0.458, 0.071, 0.066, 0.103, 0.082, 0.096]
}

{
  "formula": "C4H12NO",
  "method": "ωB97M-V/def2-TZVPD",
  "e_lumo_ev": 4.4,
  "homo_energy_ev": -2.5,
  "charge": -1,
  "gap_ev": 6.873,
  "de_lowest_kj_mol": 89.69,
  "species": ["C", "C", "C", "N", "H", "H", "H", "H", "H", "H", "H", "H", "H", "C", "O", "H", "H", "H"],
  "positions_angstrom": [[0.0981, -1.0745, 0.7809], [0.0487, -1.0164, -0.7397], [0.9420, 0.1489, -1.1530], [0.5071, -2.2507, -1.4660], [-0.4470, -0.1427, 1.1474], [-0.4116, -1.9274, 1.2402], [1.1375, -0.9008, 1.1796], [-0.9740, -0.9086, -1.1040], [0.9503, 0.2243, -2.2541], [0.5165, 1.0279, -0.6096], [1.9845, -0.0769, -0.9010], [0.0082, -3.0911, -1.1649], [1.4942, -2.4051, -1.3117], [-1.1737, 2.4998, 1.2985], [-0.9698, 1.4584, 0.3948], [-0.2571, 3.1146, 1.4910], [-1.9454, 3.2389, 0.8835], [-1.5085, 2.0816, 2.2881]],
  "lowdin_charge": [-0.127, -0.511, -0.121, -0.016, 0.056, 0.047, 0.076, 0.120, 0.061, 0.050, 0.056, 0.042, 0.035, -0.400, -0.465, 0.028, 0.037, 0.033]
}

{
  "formula": "C4H12NO",
  "method": "ωB97M-V/def2-TZVPD",
  "e_lumo_ev": [6.7, 6.6],
  "homo_energy_ev": [4.5, 0.0],
  "charge": -2,
  "gap_ev": [2.200, 6.612],
  "spin_multiplicity": 2,
  "de_lowest_kj_mol": 40.12,
  "s_squared": 0.7511,
  "species": ["N", "C", "O", "H", "H", "H", "H", "C", "C", "C", "H", "H", "H", "H", "H", "H", "H", "H"],
  "positions_angstrom": [[-0.1422, -1.0037, -2.0621], [1.3683, -0.9853, -1.9649], [1.8619, 0.2321, -1.5818], [-0.3656, -0.0618, -2.4175], [-0.3576, -1.6676, -2.8139], [1.6319, -1.8159, -1.2642], [1.7251, -1.3797, -2.9390], [-1.4553, 0.7512, 2.3358], [-0.8299, 0.4608, 0.9087], [0.6634, 0.5986, 0.7872], [-1.0580, 0.0011, 2.9978], [-2.5990, 0.6493, 2.3125], [-1.1252, 1.7230, 2.7667], [-1.3185, 1.1986, 0.2206], [-1.1538, -0.5579, 0.5352], [0.9717, 0.3643, -0.3264], [1.0615, 1.5944, 0.9973], [1.1212, -0.1014, 1.5079]],
  "mulliken_spin": [0.016, 0.028, -0.025, -0.004, -0.006, 0.004, 0.001, 3.863, -0.388, 0.231, -0.408, -1.178, -0.556, -0.177, -0.127, 0.113, -0.168, -0.221]
}